Entry 1:
Formula: C43H53FGaN4O3P2
Source: OMol25
Level of theory: ωB97M-V/def2-TZVPD

electronic energy: -131225.7345 eV
net charge: +1
multiplicity: 1
Kohn-Sham gap: 7.644 eV
relative energy (zero: lowest compared OMol25 entry of this formula, charge and spin): 5.2 kcal per mole
LUMO energy: -1.742 eV

Last column: Löwdin charge in e.
Positions of all 107 atoms, in Å:
Ga: 0.036 0.209 -0.046  0.40
C: 3.103 1.417 -1.628  -0.11
C: 3.049 -0.035 -2.098  -0.51
C: 4.450 -0.643 -2.074  -0.10
P: 1.763 -1.001 -1.187  1.11
C: 1.056 -2.267 -2.330  -0.50
C: 0.286 -3.305 -1.517  -0.09
C: 2.066 -2.934 -3.260  -0.09
C: 2.455 -1.910 0.201  -0.29
C: 3.463 -2.867 0.025  -0.10
C: 3.835 -3.723 1.039  -0.08
C: 3.150 -3.652 2.250  -0.07
C: 2.148 -2.730 2.451  -0.02
C: 1.778 -1.811 1.445  -0.29
N: 0.760 -0.901 1.584  -0.09
C: 0.187 -0.603 2.820  -0.31
C: 0.910 -0.437 4.008  -0.04
C: 0.267 -0.102 5.186  -0.06
C: -1.109 0.098 5.218  -0.08
C: -1.832 -0.016 4.044  -0.08
C: -1.200 -0.353 2.850  -0.28
P: -1.964 -0.392 1.224  1.12
C: -3.377 0.772 1.125  -0.50
C: -2.960 2.139 1.669  -0.09
C: -4.710 0.316 1.719  -0.09
C: -2.490 -2.124 0.910  -0.52
C: -3.162 -2.224 -0.460  -0.10
C: -3.306 -2.777 2.024  -0.09
H: 3.792 1.972 -2.267  0.09
H: 3.478 1.487 -0.605  0.07
H: 2.127 1.897 -1.688  0.05
H: 2.663 -0.038 -3.117  0.08
H: 4.851 -0.685 -1.061  0.08
H: 5.109 -0.005 -2.666  0.09
H: 4.491 -1.642 -2.504  0.06
H: 0.356 -1.690 -2.934  0.10
H: 0.962 -3.939 -0.941  0.09
H: -0.294 -3.940 -2.188  0.09
H: -0.410 -2.839 -0.817  0.04
H: 2.760 -3.570 -2.710  0.07
H: 2.637 -2.213 -3.844  0.07
H: 1.531 -3.573 -3.965  0.09
H: 3.959 -2.950 -0.931  0.08
H: 4.623 -4.447 0.886  0.11
H: 3.397 -4.341 3.048  0.11
H: 1.617 -2.728 3.392  0.11
H: 1.983 -0.582 4.004  0.12
H: 0.847 0.008 6.093  0.11
H: -1.606 0.347 6.145  0.11
H: -2.901 0.156 4.059  0.10
H: -3.501 0.896 0.044  0.09
H: -2.929 2.148 2.759  0.07
H: -3.681 2.886 1.336  0.09
H: -1.980 2.439 1.299  0.05
H: -4.643 0.077 2.781  0.07
H: -5.118 -0.549 1.202  0.06
H: -5.431 1.128 1.611  0.09
H: -1.525 -2.643 0.874  0.09
H: -4.124 -1.708 -0.468  0.07
H: -3.345 -3.270 -0.711  0.09
H: -2.548 -1.788 -1.251  0.07
H: -4.318 -2.380 2.079  0.07
H: -2.831 -2.646 2.996  0.07
H: -3.383 -3.848 1.832  0.09
C: -3.898 4.613 -5.540  -0.04
C: -2.985 3.709 -6.352  -0.30
C: -2.268 4.487 -7.444  -0.15
C: -1.435 3.551 -8.299  -0.13
C: -0.499 2.750 -7.438  -0.13
C: 0.667 2.235 -7.960  0.06
C: 1.534 1.508 -7.153  -0.26
F: 2.658 1.017 -7.703  0.08
C: 1.278 1.295 -5.830  0.07
C: 0.103 1.809 -5.276  -0.04
C: -0.155 1.571 -3.841  -0.29
O: 0.684 0.982 -3.151  -0.03
C: -1.404 2.077 -3.362  -0.01
C: -2.224 2.765 -4.219  0.03
N: -1.969 3.023 -5.505  0.03
C: -0.791 2.528 -6.078  -0.07
C: -1.928 1.921 -1.969  -0.54
O: -3.015 2.414 -1.690  0.05
O: -1.233 1.286 -1.073  -0.14
H: -4.488 5.212 -6.233  0.09
H: -3.320 5.293 -4.912  0.10
H: -4.598 4.064 -4.912  0.08
H: -3.583 2.922 -6.823  0.16
H: -1.635 5.250 -6.982  0.14
H: -3.014 5.001 -8.050  0.12
H: -0.863 4.105 -9.044  0.12
H: -2.096 2.874 -8.850  0.13
H: 0.921 2.395 -9.000  0.14
H: 1.962 0.737 -5.207  0.12
H: -3.159 3.124 -3.820  0.13
N: 2.632 5.353 2.237  0.15
C: 2.052 4.241 1.747  -0.29
C: 0.968 4.308 0.856  0.02
C: 0.406 3.153 0.385  -0.09
N: 0.840 1.926 0.730  0.02
C: 1.883 1.857 1.578  -0.11
C: 2.505 2.959 2.099  0.02
H: 2.279 6.264 2.008  0.11
H: 3.388 5.296 2.895  0.11
H: 0.565 5.262 0.544  0.12
H: -0.435 3.181 -0.293  0.11
H: 2.215 0.861 1.834  0.11
H: 3.337 2.831 2.779  0.12

Atoms 1-6, force components in eV/Å:
Ga -0.2 0.2 0.6
C 0.0 0.1 0.1
C 0.1 0.0 0.0
C 0.0 0.0 0.0
P 0.0 0.0 -0.1
C 0.1 0.0 0.0

=====

Entry 2:
Formula: C24H42O21
Source: OMol25
Level of theory: ωB97M-V/def2-TZVPD

electronic energy: -68567.5655 eV
multiplicity: 1
Kohn-Sham gap: 10.848 eV
SMILES: C[C@H]1COC(=O)O1.C[C@H]1COC(=O)O1.C[C@H]1COC(=O)O1.COC(=O)OC.COC(=O)OC.COC(=O)OC.COC(=O)OC
relative energy (zero: lowest compared OMol25 entry of this formula, charge and spin): 0.0 kcal per mole
LUMO energy: 0.347 eV

Last column: Löwdin charge in e.
Positions of all 87 atoms, in Å:
C: -4.534 -3.417 -1.710  -0.02
C: -3.412 -4.119 -2.444  -0.30
C: -2.270 -3.227 -2.899  -0.09
O: -1.097 -3.990 -2.610  0.07
C: -1.414 -4.959 -1.719  -0.55
O: -0.621 -5.671 -1.196  0.17
O: -2.740 -5.020 -1.531  0.09
H: -5.065 -2.738 -2.376  0.09
H: -4.127 -2.834 -0.881  0.09
H: -5.215 -4.163 -1.305  0.09
H: -3.846 -4.744 -3.227  0.16
H: -2.217 -2.304 -2.316  0.13
H: -2.330 -2.949 -3.947  0.14
C: 1.301 -5.515 1.618  -0.03
C: 0.277 -6.487 2.156  -0.31
C: -1.098 -5.833 2.397  -0.10
O: -2.016 -6.653 1.699  0.06
C: -1.339 -7.563 0.947  -0.59
O: -1.869 -8.365 0.259  0.17
O: -0.018 -7.424 1.127  0.08
H: 1.538 -4.686 2.286  0.09
H: 0.849 -5.095 0.716  0.06
H: 2.229 -6.013 1.344  0.09
H: 0.622 -7.009 3.049  0.15
H: -1.141 -4.807 2.027  0.12
H: -1.359 -5.847 3.456  0.13
C: 2.125 1.773 -2.601  -0.02
C: 1.562 0.774 -3.574  -0.29
C: 1.309 -0.605 -2.953  -0.09
O: 0.011 -0.965 -3.385  0.06
C: -0.573 0.096 -4.003  -0.56
O: -1.644 0.058 -4.507  0.17
O: 0.228 1.177 -3.955  0.09
H: 2.117 2.763 -3.070  0.09
H: 3.162 1.605 -2.316  0.09
H: 1.482 1.816 -1.720  0.08
H: 2.144 0.687 -4.491  0.16
H: 1.358 -0.595 -1.862  0.11
H: 2.105 -1.274 -3.288  0.14
C: -3.808 5.078 -0.204  -0.03
O: -2.665 5.719 -0.773  0.01
C: -1.497 5.123 -0.579  -0.62
O: -1.346 4.185 0.169  0.11
O: -0.579 5.737 -1.312  0.02
C: 0.768 5.429 -0.967  -0.03
H: -4.667 5.679 -0.471  0.10
H: -3.711 4.987 0.876  0.07
H: -3.913 4.065 -0.601  0.10
H: 1.405 6.196 -1.401  0.10
H: 1.068 4.462 -1.361  0.08
H: 0.901 5.470 0.115  0.09
C: -1.174 6.130 3.190  -0.03
O: -2.070 6.539 4.226  0.02
C: -3.359 6.493 3.933  -0.62
O: -3.840 6.132 2.887  0.12
O: -4.040 6.916 4.990  0.01
C: -5.454 6.907 4.843  -0.04
H: -0.186 6.391 3.564  0.10
H: -1.374 6.751 2.316  0.10
H: -1.173 5.071 2.942  0.09
H: -5.758 7.482 3.967  0.10
H: -5.887 7.251 5.770  0.09
H: -5.804 5.890 4.627  0.10
C: 8.624 -1.714 -1.525  -0.03
O: 7.449 -0.984 -1.183  0.01
C: 6.492 -1.705 -0.623  -0.62
O: 6.505 -2.891 -0.440  0.13
O: 5.483 -0.885 -0.305  0.01
C: 4.337 -1.508 0.227  -0.06
H: 9.135 -1.986 -0.602  0.10
H: 9.239 -1.056 -2.126  0.09
H: 8.368 -2.605 -2.093  0.10
H: 4.568 -2.162 1.073  0.10
H: 3.804 -2.124 -0.501  0.10
H: 3.679 -0.744 0.633  0.08
C: 0.271 -1.890 0.490  -0.04
O: 0.999 -0.838 1.112  -0.02
C: 0.472 0.390 1.054  -0.62
O: -0.532 0.689 0.471  0.13
O: 1.252 1.192 1.772  0.00
C: 0.860 2.570 1.908  -0.02
H: 1.000 -2.564 0.047  0.09
H: -0.357 -1.478 -0.303  0.08
H: -0.376 -2.415 1.191  0.09
H: 0.317 2.954 1.045  0.06
H: 1.822 3.080 1.926  0.10
H: 0.273 2.716 2.808  0.10

Atoms 1-6, force components in eV/Å:
C 0.4 0.0 0.1
C -0.3 -0.2 0.5
C -0.2 0.4 0.0
O 0.0 -0.1 -0.1
C -0.3 0.1 -0.5
O 0.3 0.0 0.3

=====

Entry 3:
Formula: C32H80Br3CoN4O5
Source: OMol25
Level of theory: ωB97M-V/def2-TZVPD

electronic energy: -298423.9651 eV
net charge: +1
multiplicity: 4
Kohn-Sham gap (alpha / beta): 8.320 / 7.736 eV
expectation value of S²: 3.757
LUMO energy (alpha / beta): -2.500 / -2.974 eV

Last column: Löwdin charge in e.
Positions of all 125 atoms, in Å:
Co: -3.012 0.859 0.947  0.86
C: 0.344 -1.008 1.493  -0.04
C: 0.190 0.145 0.485  -0.58
C: 0.303 -0.234 -0.963  -0.06
O: -0.915 0.961 0.707  -0.29
H: 1.118 -1.692 1.144  0.07
H: -0.596 -1.517 1.705  0.06
H: 0.608 -0.592 2.466  0.06
H: 1.077 0.773 0.577  0.09
H: 0.957 -1.085 -1.152  0.07
H: 0.666 0.689 -1.415  0.07
H: -0.671 -0.366 -1.436  0.05
C: 4.089 0.456 1.841  -1.52
Br: 4.086 0.045 -0.126  0.55
Br: 4.138 2.366 2.252  0.57
Br: 5.426 -0.532 2.865  0.66
H: 3.155 0.073 2.251  -0.07
C: 3.517 0.270 6.132  -0.10
C: 2.490 -0.731 5.486  -0.27
C: 3.177 -2.016 5.200  -0.27
C: 2.306 -2.899 4.290  -0.22
C: 2.935 -4.288 4.037  -0.27
C: 2.089 -5.088 3.125  -0.13
H: 3.278 1.316 6.325  0.07
H: 4.402 0.184 5.502  0.03
H: 3.705 -0.145 7.122  0.07
H: 1.589 -0.822 6.093  0.11
H: 2.261 -0.248 4.535  0.08
H: 3.548 -2.586 6.051  0.12
H: 4.071 -1.831 4.605  0.02
H: 1.278 -2.988 4.641  0.11
H: 2.197 -2.321 3.373  0.08
H: 3.896 -4.146 3.542  0.11
H: 3.082 -4.779 4.999  0.11
H: 2.293 -4.717 2.121  0.06
H: 2.352 -6.146 3.125  0.08
H: 1.017 -4.963 3.277  0.07
C: 0.310 -8.120 -4.812  -0.13
C: -0.339 -6.760 -4.908  -0.26
C: 0.622 -5.724 -4.230  -0.21
C: 0.124 -5.546 -2.806  -0.25
C: 0.904 -4.573 -1.943  -0.29
C: 2.344 -4.932 -1.641  -0.10
H: -0.349 -8.886 -5.221  0.07
H: 0.596 -8.302 -3.776  0.07
H: 1.286 -8.164 -5.297  0.07
H: -0.466 -6.573 -5.974  0.10
H: -1.317 -6.793 -4.427  0.10
H: 0.594 -4.740 -4.698  0.10
H: 1.658 -5.959 -4.476  0.11
H: -0.914 -5.215 -2.812  0.11
H: 0.099 -6.446 -2.190  0.11
H: 0.855 -3.689 -2.579  0.09
H: 0.461 -4.333 -0.977  0.10
H: 2.809 -5.506 -2.442  0.07
H: 2.921 -4.013 -1.537  0.07
H: 2.312 -5.438 -0.676  0.07
C: 0.597 4.620 -0.706  -0.04
C: 0.682 4.759 0.867  -0.39
C: 0.438 6.218 1.259  -0.19
O: 0.702 6.334 2.685  -0.20
C: 0.683 7.639 3.235  -0.10
N: -0.463 4.034 1.415  0.04
H: 1.427 5.075 -1.247  0.08
H: -0.289 5.070 -1.154  0.05
H: 0.542 3.564 -0.974  0.06
H: 1.617 4.466 1.344  0.12
H: -0.513 6.559 0.850  0.13
H: 1.220 6.798 0.768  0.12
H: 1.236 8.256 2.526  0.08
H: 1.380 7.708 4.071  0.09
H: -0.311 8.073 3.343  0.09
H: -0.509 4.289 2.392  0.07
H: -0.228 3.059 1.529  0.05
C: -1.475 1.769 -5.615  -0.05
C: -0.352 2.143 -4.573  -0.40
C: 1.063 2.175 -5.139  -0.21
O: 1.167 3.253 -6.057  -0.16
C: 2.412 3.264 -6.727  -0.12
N: -0.758 3.469 -4.021  0.06
H: -2.440 1.462 -5.213  0.05
H: -1.253 0.938 -6.285  0.07
H: -1.699 2.638 -6.235  0.08
H: -0.347 1.360 -3.814  0.11
H: 1.052 1.233 -5.688  0.12
H: 1.783 2.078 -4.326  0.13
H: 2.607 4.105 -7.392  0.09
H: 2.551 2.409 -7.389  0.09
H: 3.336 3.323 -6.152  0.09
H: -0.088 3.743 -3.317  0.05
H: -0.496 4.004 -4.837  0.06
C: -2.698 0.378 5.322  -0.01
C: -2.403 0.185 3.769  -0.38
C: -2.992 -1.082 3.217  -0.19
O: -2.793 -1.133 1.817  -0.27
C: -3.310 -2.328 1.122  -0.03
N: -3.109 1.191 3.038  0.02
H: -2.432 -0.454 5.975  0.09
H: -3.724 0.687 5.521  0.08
H: -2.168 1.253 5.698  0.08
H: -1.350 0.198 3.492  0.14
H: -4.049 -1.179 3.463  0.14
H: -2.474 -1.943 3.639  0.14
H: -3.069 -3.330 1.479  0.10
H: -3.024 -2.391 0.072  0.08
H: -4.398 -2.354 1.069  0.09
H: -4.053 1.174 3.394  0.11
H: -2.726 2.020 3.470  0.12
C: -3.393 4.443 -1.575  -0.03
C: -3.655 2.977 -1.145  -0.39
C: -2.807 1.896 -1.818  -0.17
O: -3.091 0.656 -1.157  -0.28
C: -3.453 -0.394 -2.108  -0.02
N: -3.218 2.923 0.233  0.03
H: -3.872 4.667 -2.528  0.09
H: -2.309 4.477 -1.686  0.06
H: -3.822 5.166 -0.881  0.09
H: -4.733 2.863 -1.255  0.15
H: -1.735 2.082 -1.748  0.12
H: -3.019 1.925 -2.887  0.12
H: -2.516 -0.838 -2.445  0.09
H: -4.128 -0.054 -2.894  0.11
H: -3.878 -1.208 -1.521  0.07
H: -2.241 3.139 0.098  0.05
H: -3.590 3.812 0.534  0.09

Atoms 1-6, force components in eV/Å:
Co 2.8 0.7 -0.2
C -0.2 0.5 -0.1
C -0.3 0.0 0.8
C -0.5 0.2 -0.8
O -1.7 0.3 0.5
H 0.0 -0.2 0.2

=====

- The highest electronic energy belongs to which entry?
  C24H42O21